Arrangement w

The following is a DFT calculation (ωB97M-V with the def2-TZVPD basis set) of a cluster of 2 separate species, C4H12O2S in total.

Calculated values
LUMO energy = 0.68 eV
HOMO energy = -8.9 eV
Orbital gap = 0.3503 Eh

```
19
C4H12O2S (ωB97M-V with the def2-TZVPD basis set)
O 2.06213 0.57488 -0.96169
C 1.85902 0.52018 0.46198
C 0.44309 0.58084 0.98245
C -0.75712 -0.15328 0.31532
C -2.08545 0.49413 0.59875
S -3.34860 0.13983 -0.69357
H 1.95801 1.49411 -1.22190
H 2.40471 1.36228 0.88554
H 2.23657 -0.42504 0.84034
H 0.49711 0.70900 2.06076
H 0.12680 1.62915 0.82063
H -0.53740 -0.09191 -0.77741
H -0.61870 -1.18665 0.63244
H -1.93671 1.58351 0.59236
H -2.55111 0.07074 1.49668
H -2.53797 -0.66470 -1.41870
O 0.56752 -2.24570 -1.41417
H 1.08397 -2.92966 -1.83686
H 1.13413 -1.46170 -1.36294
```


Arrangement x

The following is a DFT calculation (ωB97M-V with the def2-TZVPD basis set) of a cluster of 2 separate species, C4H12O2S in total.

Calculated values
LUMO energy = 0.67 eV
HOMO energy = -9.3 eV
Orbital gap = 0.3664 Eh

```
19
C4H12O2S (ωB97M-V with the def2-TZVPD basis set)
O 0.37091 -0.78694 1.53818
C 1.33616 -0.29554 0.52123
C 0.82417 -0.61309 -1.00121
C -0.04019 0.50686 -1.63447
C -1.43314 0.66942 -0.83930
S -2.82726 1.59007 -1.38241
H -0.58925 -0.62437 1.34669
H 2.14594 -0.96835 0.59900
H 1.65572 0.73051 0.77269
H 1.71437 -1.04915 -1.54136
H 0.15646 -1.48281 -0.97521
H 0.50918 1.51977 -1.45786
H -0.40346 0.18608 -2.73245
H -1.14156 1.15361 0.15307
H -1.69175 -0.35912 -0.60255
H -2.71786 2.58438 -0.50485
O 3.94674 -2.19031 3.31271
H 3.32766 -2.88032 3.56390
H 3.60753 -2.03922 2.41298
```


Computed stability ranking, most favorable first: arrangement w, arrangement x


Arrangement w

The following is a DFT calculation (ωB97M-V with the def2-TZVPD basis set) of a structure of composition C32H72F4K2N6O8S4.

Calculated values
Charge = +4
LUMO energy = -9.21 eV
HOMO energy = -18.5 eV
Orbital gap = 0.3408 Eh

```
128
C32H72F4K2N6O8S4 (ωB97M-V with the def2-TZVPD basis set)
K 1.62809 1.72257 -4.27164
K -0.81721 -0.36543 -4.44259
C 3.60862 1.98582 2.94397
C 2.70656 2.86488 2.17329
C 2.42194 4.15064 2.83282
N 1.34271 5.00199 2.07583
C -0.03406 4.25035 2.22505
C 1.72328 5.38656 0.60185
C 1.00867 6.66379 0.23890
C 0.53379 7.30763 1.54326
C 1.13706 6.38531 2.68500
H 3.31885 1.96666 3.99458
H 4.55771 2.51425 3.03390
H 3.64445 0.99996 2.48041
H 1.85125 2.19522 2.08326
H 3.16270 3.04316 1.19950
H 3.38605 4.64791 2.93925
H 1.97535 4.04048 3.82101
H -0.80619 4.89245 1.80123
H -0.14295 3.96419 3.27116
H -0.16735 3.30557 1.69805
H 1.65530 4.49261 -0.01810
H 2.80709 5.47810 0.67315
H 0.19556 6.42395 -0.44624
H 1.68544 7.34964 -0.27070
H -0.53600 7.48496 1.65374
H 0.95603 8.29810 1.71289
H 0.35771 6.47473 3.44178
H 2.14997 6.70562 2.92897
C -5.38089 -5.73528 0.28895
C -4.07474 -5.82729 1.17466
C -3.18839 -4.52403 0.99998
N -1.81858 -4.36397 1.76419
C -2.02175 -4.81960 3.15814
C -1.14569 -2.98860 1.67672
C -0.39958 -2.98165 0.33165
C 0.16142 -4.41073 0.17998
C -0.86774 -5.27733 0.96316
H -5.08340 -5.63883 -0.75522
H -6.23340 -5.06305 0.38605
H -5.91374 -6.67027 0.46207
H -3.45002 -6.65438 0.83738
H -4.31997 -6.18053 2.17625
H -3.71322 -3.63972 1.36144
H -2.95907 -4.36453 -0.05362
H -1.05536 -4.78574 3.66117
H -2.38733 -5.84594 3.19096
H -2.71225 -4.12948 3.64295
H -0.51461 -2.86928 2.55740
H -1.85126 -2.16290 1.58452
H 0.40552 -2.26644 0.16313
H -1.16487 -2.65701 -0.37335
H 1.18718 -4.59332 0.50027
H 0.20254 -4.52463 -0.90327
H -0.34498 -5.88112 1.70495
H -1.36542 -5.97503 0.28964
C 4.11635 -2.50339 1.23098
C 4.96739 -2.22006 -0.00448
C 5.91036 -0.90721 -0.02955
N 5.57398 0.23298 -0.98514
C 4.05052 0.48316 -0.96144
C 6.26831 1.54990 -0.61355
C 7.66013 1.30609 -1.08638
C 7.48063 0.47672 -2.39084
C 6.04449 -0.13703 -2.44118
H 3.29445 -1.78792 1.20500
H 4.63900 -2.44305 2.18560
H 3.74193 -3.52703 1.23858
H 4.44823 -2.30114 -0.95947
H 5.59112 -3.10576 -0.12522
H 6.92235 -1.21738 -0.28989
H 5.84714 -0.48643 0.97397
H 3.67590 0.90462 -0.02863
H 3.43757 -0.40051 -1.13904
H 3.75023 1.26755 -1.65617
H 5.81577 2.38494 -1.14835
H 6.18900 1.75387 0.45425
H 8.16848 2.25132 -1.27666
H 8.36167 0.84594 -0.39053
H 7.54816 1.12632 -3.26351
H 8.30617 -0.22991 -2.47616
H 5.30387 0.41872 -3.01627
H 5.95859 -1.21256 -2.59591
C -4.43038 3.43315 0.97512
C -4.47651 1.86855 0.89194
C -5.49757 1.48197 -0.20001
N -5.87398 -0.05059 -0.35636
C -4.63521 -0.85604 -0.93360
C -7.04166 -0.34570 -1.34462
C -7.73004 -1.64678 -0.89420
C -7.29479 -1.86931 0.59390
C -6.39030 -0.64072 0.96162
H -3.51528 3.68470 1.51124
H -5.24604 3.75775 1.62121
H -4.39736 3.87444 -0.02101
H -4.82112 1.45222 1.83852
H -3.56177 1.31516 0.67956
H -5.04267 1.75215 -1.15299
H -6.42460 2.05239 -0.14231
H -4.36992 -0.41504 -1.89446
H -4.82411 -1.92158 -1.06411
H -3.78901 -0.66502 -0.27363
H -6.72483 -0.42588 -2.38447
H -7.75259 0.47134 -1.22164
H -7.31644 -2.51523 -1.40687
H -8.79960 -1.60942 -1.10098
H -6.81086 -2.83386 0.74733
H -8.18346 -1.98453 1.21445
H -5.53374 -0.99156 1.53723
H -6.93770 0.13019 1.50397
N -0.22816 1.14665 -2.14881
S 0.18759 0.57995 -0.84289
O -0.85209 -0.16284 -0.11687
O 1.23281 1.28251 -0.08343
F 1.02741 -0.68438 -1.38994
S -1.59407 2.06524 -1.64384
O -1.38772 2.93060 -0.47412
O -2.87393 1.54182 -1.96410
F -1.38696 3.16466 -2.78079
N 1.99853 -0.99992 -4.75365
S 2.35100 -2.28068 -3.99262
O 3.09892 -2.12228 -2.71217
O 2.38774 -3.55829 -4.72973
F 0.92677 -2.36918 -3.28427
S 3.28658 -1.23370 -5.84540
O 3.09090 -2.24117 -6.85548
O 4.63796 -1.00241 -5.36770
F 3.14524 0.11719 -6.68275
```


Arrangement x

The following is a DFT calculation (ωB97M-V with the def2-TZVPD basis set) of a structure of composition C32H72F4K2N6O8S4.

Calculated values
Charge = +4
LUMO energy = -7.85 eV
HOMO energy = -12.5 eV
Orbital gap = 0.1703 Eh

```
128
C32H72F4K2N6O8S4 (ωB97M-V with the def2-TZVPD basis set)
K -7.50021 -4.70377 -2.01399
K -6.20079 1.29236 -3.73975
C 5.75605 2.89598 -4.13458
C 5.21459 4.08138 -3.12623
C 4.20064 4.97034 -3.80510
N 3.78890 6.21408 -3.00240
C 4.94496 7.17923 -2.64505
C 2.98289 5.85061 -1.73531
C 1.56316 6.21294 -2.14093
C 1.79827 7.46779 -2.93266
C 2.86355 7.05845 -3.93445
H 4.94761 2.34705 -4.61748
H 6.58142 2.32279 -3.71231
H 6.34465 3.38268 -4.91226
H 5.98439 4.60210 -2.55668
H 4.72169 3.47883 -2.36328
H 3.42686 4.22908 -4.00488
H 4.47063 5.31891 -4.80195
H 5.47148 7.62991 -3.48635
H 5.63783 6.71133 -1.94568
H 4.49715 8.00094 -2.08616
H 3.25462 6.65497 -1.05175
H 3.22319 4.92079 -1.21978
H 0.95660 6.35812 -1.24700
H 1.14606 5.36434 -2.68315
H 2.10892 8.26970 -2.26294
H 0.94016 7.75209 -3.54168
H 3.36442 7.93220 -4.35132
H 2.42926 6.40813 -4.69377
C -1.73373 -10.04538 -6.09463
C -1.76176 -11.14766 -5.07609
C -1.78636 -12.51322 -5.70805
N -1.89153 -13.77449 -4.81110
C -2.01869 -14.96689 -5.69973
C -3.08418 -13.72435 -3.76647
C -2.56755 -13.61687 -2.34388
C -1.05484 -13.29875 -2.53242
C -0.67304 -13.93035 -3.81779
H -1.71690 -9.06787 -5.61269
H -2.61262 -10.22020 -6.71518
H -0.82353 -10.17077 -6.68108
H -2.67512 -11.08572 -4.48444
H -0.84879 -11.12328 -4.48113
H -0.93520 -12.58618 -6.38504
H -2.65497 -12.65536 -6.35102
H -1.18296 -14.98342 -6.39930
H -2.97252 -14.98983 -6.22678
H -1.90979 -15.79194 -4.99579
H -3.77189 -14.56257 -3.87843
H -3.64411 -12.83425 -4.05335
H -2.77813 -14.62056 -1.97460
H -3.03006 -12.88779 -1.67859
H -0.55940 -13.57723 -1.60232
H -0.92396 -12.21698 -2.50534
H -0.55174 -14.99403 -3.61293
H 0.14751 -13.47437 -4.37175
C 8.53197 -2.41238 7.69914
C 7.34963 -1.23572 7.79938
C 7.19490 -0.62088 6.36262
N 5.93181 -1.21046 5.60480
C 4.65232 -0.76561 6.24498
C 5.85509 -0.74163 4.11685
C 6.08843 -2.06487 3.29473
C 6.64269 -3.11374 4.16199
C 6.02975 -2.78298 5.43309
H 8.28192 -3.46899 7.79470
H 9.04489 -2.54239 8.65209
H 9.37892 -2.16560 7.05891
H 7.79889 -0.39423 8.32680
H 6.43781 -1.49273 8.33849
H 7.98613 -0.69455 5.61653
H 7.15544 0.46529 6.28034
H 3.87311 -1.01086 5.52333
H 4.74396 0.32052 6.24093
H 4.21345 -1.14467 7.16792
H 4.94731 -0.22556 3.80424
H 6.67594 -0.02650 4.17047
H 5.08092 -2.24632 2.92040
H 6.77574 -1.95650 2.45572
H 6.66495 -4.14859 3.82040
H 7.70309 -2.97274 4.37121
H 4.98774 -3.10181 5.45860
H 6.45963 -3.16485 6.35909
C -3.33082 6.72839 5.26851
C -4.90794 6.90209 5.39358
C -5.18015 8.43529 5.24328
N -6.63118 8.91148 5.54396
C -6.88294 8.66334 7.08287
C -7.74137 8.24739 4.72092
C -8.89382 9.25589 4.56168
C -8.09827 10.44158 4.18233
C -6.83356 10.39787 5.19884
H -3.13737 5.75685 5.72326
H -2.87037 7.62187 5.69014
H -3.02189 6.55233 4.23814
H -5.29678 6.63368 6.37585
H -5.45969 6.40130 4.59804
H -4.91474 8.71955 4.22502
H -4.52010 9.05368 5.85158
H -7.64551 7.88452 7.08752
H -7.41145 9.53796 7.46208
H -5.94655 8.44170 7.59488
H -8.01860 7.24646 5.05167
H -7.08841 8.08352 3.86367
H -9.48194 9.38425 5.47038
H -9.57704 8.88828 3.79608
H -8.49865 11.44711 4.05312
H -7.82302 10.18812 3.15856
H -7.27434 10.87012 6.07678
H -5.88043 10.86253 4.94643
N -3.02824 -1.73818 -1.03371
S -1.71551 -2.25128 -1.49985
O -1.41293 -3.67458 -1.03453
O -0.63231 -1.30063 -1.61518
F -2.26030 -2.47683 -3.04859
S -2.35251 -0.74190 0.25143
O -2.12253 0.67129 -0.03518
O -1.47589 -1.44708 1.25149
F -3.79261 -0.65865 0.98503
N -3.07905 2.80406 -8.02589
S -1.68374 2.65476 -8.47312
O -0.89089 3.82610 -8.83956
O -1.40610 1.39918 -9.13104
F -1.17422 2.41065 -6.96002
S -3.64013 3.05780 -9.61746
O -3.53511 1.95242 -10.58070
O -3.58351 4.40899 -10.21997
F -5.23703 3.12302 -9.30129
```


Computed stability ranking, most favorable first: arrangement w, arrangement x